[1]
Entry from the OMol25 dataset: a 11-piece molecular cluster, C42H109N15O11 overall in a non-equilibrium geometry (wB97M-V/def2-TZVPD).

Output
structure (SMILES) = CC1(C)CCCC(C)(C)N1O.CC1(C)CCCC(C)(C)N1O.COC[C@H](C)N.COC[C@H](C)N.COC[C@H](C)N.COC[C@H](C)N.COC[C@H](C)N.NC(N)=O.NC(N)=O.NC(N)=O.NC(N)=O
DFT total energy = -3314.22719 a.u.
LUMO level = -0.05 eV
F_max = 11.3 eV/A

Last column: Mulliken charge in e.
Positions of all 177 atoms, in Å:
1 C -5.6006 -12.8682 2.6062  -1.58
2 C -4.7228 -11.8413 3.2214  1.60
3 C -4.9924 -11.8287 4.7147  -2.05
4 C -3.2170 -12.2163 3.1002  -1.39
5 C -2.6136 -12.0162 1.6944  -0.78
6 C -2.8131 -10.6604 1.2380  -1.04
7 C -4.2515 -10.1974 1.1874  1.85
8 C -4.1067 -8.7209 1.0846  -2.04
9 C -4.9618 -10.8000 -0.0305  -1.70
10 N -4.9089 -10.5288 2.5177  0.22
11 O -6.2023 -10.1392 2.5912  -0.48
12 H -5.3292 -12.9466 1.5535  0.32
13 H -5.2850 -13.8321 3.0056  0.43
14 H -6.6747 -12.7195 2.7176  0.30
15 H -4.3953 -11.0058 5.1077  0.49
16 H -6.0361 -11.5579 4.8750  0.41
17 H -4.8501 -12.7135 5.3351  0.35
18 H -2.7205 -11.5076 3.7631  0.42
19 H -3.0600 -13.1391 3.6587  0.51
20 H -1.5316 -12.1476 1.7078  0.42
21 H -3.0589 -12.7443 1.0164  0.35
22 H -2.3718 -10.8819 0.2662  0.26
23 H -2.1340 -10.0203 1.8012  0.33
24 H -5.0332 -8.1482 1.1253  0.43
25 H -3.7034 -8.4288 0.1149  0.40
26 H -3.5785 -8.2081 1.8885  0.45
27 H -4.9846 -11.8893 -0.0619  0.33
28 H -4.5472 -10.4926 -0.9905  0.43
29 H -6.0105 -10.5647 0.1514  0.38
30 H -6.0573 -9.4230 3.2138  0.39
31 C -1.0156 10.8937 -2.3190  -2.01
32 C 0.4071 11.0294 -1.9732  1.97
33 C 1.2537 9.9827 -2.6441  -1.76
34 C 0.8883 12.4264 -2.5530  -1.55
35 C 2.1469 13.0989 -1.9168  -0.68
36 C 1.8793 13.0537 -0.3979  -1.24
37 C 1.5915 11.6682 0.2265  1.59
38 C 2.9349 10.8811 0.3283  -1.79
39 C 1.0000 12.0233 1.5539  -1.96
40 N 0.5674 10.9263 -0.5372  0.27
41 O 0.2369 9.7564 0.0757  -0.44
42 H -1.2564 9.8309 -2.2960  0.40
43 H -1.7865 11.3048 -1.6673  0.40
44 H -1.2834 11.3226 -3.2846  0.40
45 H 0.9405 9.7128 -3.6526  0.43
46 H 2.2521 10.3995 -2.7764  0.31
47 H 1.2137 9.0466 -2.0871  0.39
48 H 1.1717 12.3165 -3.5998  0.43
49 H 0.0515 13.1118 -2.6874  0.53
50 H 3.0285 12.5636 -2.2695  0.33
51 H 2.0957 14.1154 -2.3068  0.34
52 H 1.0632 13.7458 -0.1902  0.43
53 H 2.7977 13.4316 0.0514  0.48
54 H 3.5440 11.2345 1.1602  0.47
55 H 3.6866 10.8296 -0.4593  0.28
56 H 2.7224 9.8550 0.6281  0.42
57 H 1.5715 12.7261 2.1602  0.39
58 H 0.9384 11.1588 2.2149  0.39
59 H 0.0068 12.4619 1.4572  0.44
60 H 0.9787 9.1533 -0.0114  0.32
61 C -6.7092 -0.4836 1.1826  -0.73
62 O -6.6403 0.8456 1.8108  -0.28
63 C -7.7863 1.0974 2.5994  -0.66
64 C -7.7258 2.4717 3.4612  0.19
65 C -9.1160 2.9020 4.0656  -1.25
66 N -7.1681 3.6345 2.7362  -0.69
67 H -7.5006 -0.3388 0.4471  0.33
68 H -6.9870 -1.2624 1.8928  0.29
69 H -5.8160 -0.7103 0.6003  0.24
70 H -8.4991 1.3688 1.8206  0.31
71 H -8.1697 0.3133 3.2522  0.35
72 H -7.0265 2.2331 4.2625  0.35
73 H -9.7864 2.8403 3.2084  0.29
74 H -9.3050 3.8388 4.5899  0.37
75 H -9.2718 2.1521 4.8411  0.31
76 H -7.6488 3.6869 1.8494  0.27
77 H -6.2376 3.3955 2.4245  0.30
78 C -4.6821 -0.2720 -5.8545  -0.69
79 O -5.4734 -0.9449 -6.6883  -0.37
80 C -5.0280 -2.2756 -7.1016  -0.76
81 C -5.6722 -3.3148 -6.1482  0.39
82 C -5.5401 -4.7729 -6.4898  -1.36
83 N -7.0567 -2.8693 -5.8289  -0.73
84 H -5.1753 0.6237 -5.4769  0.25
85 H -3.8189 0.1349 -6.3813  0.30
86 H -4.3020 -0.8794 -5.0331  0.29
87 H -5.4036 -2.5466 -8.0884  0.41
88 H -3.9522 -2.4233 -7.0066  0.39
89 H -5.0091 -3.1412 -5.3007  0.25
90 H -5.6754 -5.3988 -5.6077  0.29
91 H -4.5890 -5.0840 -6.9219  0.36
92 H -6.2501 -4.9509 -7.2975  0.35
93 H -7.4301 -2.8343 -6.7667  0.29
94 H -7.1087 -1.9213 -5.4846  0.33
95 C 8.2843 1.7210 -5.4276  -0.83
96 O 7.3486 2.7233 -5.2015  -0.26
97 C 6.0489 2.4259 -5.6753  -0.81
98 C 4.9288 3.3821 -5.1544  0.23
99 C 3.4598 3.0272 -5.6277  -1.26
100 N 5.2693 4.6296 -5.6074  -0.71
101 H 8.1598 0.8432 -4.7936  0.32
102 H 9.2711 2.0750 -5.1291  0.29
103 H 8.4547 1.3175 -6.4257  0.32
104 H 6.0643 2.2201 -6.7456  0.40
105 H 5.7886 1.5144 -5.1373  0.35
106 H 4.9799 3.2409 -4.0748  0.34
107 H 2.7123 3.3783 -4.9163  0.29
108 H 3.3906 1.9438 -5.7253  0.36
109 H 3.2222 3.4038 -6.6226  0.32
110 H 5.3584 4.4935 -6.6042  0.31
111 H 6.1949 4.8273 -5.2548  0.34
112 C 0.2065 -2.5465 -0.1252  -0.69
113 O 0.1668 -1.2866 0.5677  -0.28
114 C 0.4370 -0.1983 -0.3603  -0.72
115 C 0.1954 1.2249 0.2892  0.24
116 C 1.2435 1.7531 1.3148  -1.27
117 N -1.1424 1.3190 0.9179  -0.62
118 H -0.2338 -2.4573 -1.1184  0.32
119 H -0.4242 -3.1796 0.4989  0.18
120 H 1.2136 -2.9603 -0.0744  0.28
121 H 1.4225 -0.4046 -0.7778  0.43
122 H -0.2267 -0.3101 -1.2177  0.41
123 H 0.0355 1.9680 -0.4920  0.25
124 H 2.2538 1.5846 0.9420  0.35
125 H 1.1470 1.3885 2.3374  0.30
126 H 1.4014 2.8310 1.2792  0.36
127 H -1.2070 0.9375 1.8509  0.25
128 H -1.7693 0.7845 0.3337  0.20
129 C 11.3460 1.7994 1.2683  -0.70
130 O 10.3322 2.6909 1.4614  -0.31
131 C 10.2047 3.7803 0.5450  -0.62
132 C 8.7894 4.4729 0.5380  0.53
133 C 8.5891 5.6863 -0.4848  -1.31
134 N 8.3981 4.9670 1.8412  -0.70
135 H 11.4781 1.2045 2.1721  0.24
136 H 12.2615 2.3427 1.0346  0.30
137 H 11.1014 1.1233 0.4490  0.27
138 H 10.9021 4.5375 0.9031  0.33
139 H 10.2789 3.4172 -0.4801  0.31
140 H 8.0562 3.7107 0.2743  0.21
141 H 9.2316 6.5466 -0.2975  0.36
142 H 7.5887 6.1111 -0.4018  0.38
143 H 8.6443 5.2490 -1.4817  0.30
144 H 8.6039 4.2866 2.5587  0.21
145 H 7.5139 5.4550 1.8372  0.19
146 N 6.4354 -7.6170 4.0398  -0.43
147 C 5.4329 -8.4774 3.9816  0.65
148 N 4.3431 -7.9871 3.5375  -0.38
149 O 5.5573 -9.6359 4.2760  -0.65
150 H 7.1590 -8.1584 4.4908  0.23
151 H 6.4921 -6.6234 3.8676  0.18
152 H 4.2652 -6.9834 3.4559  0.17
153 H 3.6334 -8.6452 3.2489  0.22
154 N -0.7200 4.2461 7.3788  -0.30
155 C -1.1567 5.3522 7.1075  0.69
156 N -1.6695 5.3102 5.9168  -0.36
157 O -1.0033 6.3659 7.7836  -0.70
158 H -0.0877 4.1134 8.1551  0.20
159 H -1.0355 3.4353 6.8658  0.15
160 H -1.7149 4.4138 5.4537  0.13
161 H -2.0192 6.1159 5.4180  0.19
162 N 5.4496 -7.8719 -2.3978  -0.38
163 C 4.6108 -8.8411 -2.5987  0.68
164 N 5.2566 -9.7643 -3.2978  -0.39
165 O 3.4799 -8.8797 -2.2099  -0.63
166 H 5.0312 -7.0356 -2.0161  0.21
167 H 6.4068 -7.9839 -2.7000  0.16
168 H 6.1578 -9.5310 -3.6895  0.15
169 H 4.7947 -10.6211 -3.5676  0.20
170 N -3.7749 -1.6174 5.9885  -0.40
171 C -2.7606 -1.3830 5.2623  0.66
172 N -2.5098 -2.3387 4.4795  -0.39
173 O -2.0384 -0.4427 5.4028  -0.66
174 H -4.2664 -2.2808 5.4067  0.18
175 H -4.3618 -1.1299 6.6503  0.23
176 H -1.7046 -2.2738 3.8732  0.21
177 H -2.9718 -3.2124 4.6872  0.18

***

[2]
Entry from the OMol25 dataset: a 9-piece molecular cluster, C42H110Cl4N15O9P5 overall in a non-equilibrium geometry (wB97M-V/def2-TZVPD).

Output
structure (SMILES) = CN(C)P(=O)(N(C)C)N(C)C.CN(C)P(=O)(N(C)C)N(C)C.CN(C)P(=O)(N(C)C)N(C)C.CN(C)P(=O)(N(C)C)N(C)C.CN(C)P(=O)(N(C)C)N(C)C.O=C1CCCO1.O=C1CCCO1.ClCCCl.ClCCCl
DFT total energy = -6712.55401 a.u.
LUMO level = 0.20 eV
F_max = 3.3 eV/A

Last column: Mulliken charge in e.
Positions of all 185 atoms, in Å:
1 C 7.5035 10.5392 18.4526  -1.24
2 N 8.1959 11.7826 18.2217  0.36
3 C 7.5959 12.6444 17.2034  -0.98
4 P 9.7239 11.9651 18.8165  0.16
5 O 9.9689 11.1396 19.9835  -0.94
6 N 10.7826 11.5945 17.5983  0.86
7 C 11.0188 10.1359 17.3821  -0.34
8 C 11.0125 12.4593 16.4460  -1.22
9 N 9.8706 13.5645 19.0209  0.56
10 C 8.8378 14.3251 19.6829  -1.15
11 C 11.1466 14.2505 18.9000  -0.59
12 H 6.4460 10.7312 18.7126  0.39
13 H 7.8537 10.0696 19.3754  0.34
14 H 7.5601 9.8527 17.6009  0.37
15 H 7.8551 12.2681 16.2094  0.18
16 H 7.8866 13.6814 17.3588  0.31
17 H 6.5137 12.6314 17.3591  0.40
18 H 11.0621 9.6730 18.3645  0.38
19 H 10.2755 9.7250 16.6865  0.56
20 H 12.0242 10.0708 16.9594  -0.70
21 H 11.6004 13.3451 16.7299  0.12
22 H 11.4391 11.8672 15.6540  0.48
23 H 10.0813 12.9865 16.1624  0.20
24 H 8.3801 15.0975 19.0438  0.30
25 H 8.0398 13.6604 20.0258  0.36
26 H 9.2146 14.8316 20.5823  0.38
27 H 11.5330 14.5331 19.8793  0.34
28 H 11.0257 15.1158 18.2286  0.34
29 H 11.8837 13.6416 18.3774  -0.17
30 C 17.0564 2.6302 11.6171  -0.88
31 N 16.0349 2.6708 10.6303  0.29
32 C 14.6806 2.4508 11.1651  -0.89
33 P 16.1423 3.1329 9.0518  0.02
34 O 15.4530 2.2377 8.1317  -0.86
35 N 15.5713 4.6498 9.0221  0.83
36 C 14.8715 5.0983 7.8502  -1.14
37 C 15.5655 5.5261 10.1671  -1.19
38 N 17.7438 3.2594 8.6842  0.28
39 C 18.4741 2.1436 8.1957  -1.04
40 C 18.5361 4.3228 9.2469  -0.78
41 H 18.0090 2.9072 11.1776  0.24
42 H 17.1232 1.6728 12.1347  0.32
43 H 16.8715 3.4360 12.3562  0.27
44 H 13.9755 2.2995 10.3564  0.27
45 H 14.3501 3.3163 11.7685  0.17
46 H 14.7366 1.5809 11.8257  0.38
47 H 14.4532 6.0759 8.0745  0.39
48 H 15.4728 5.0897 6.9398  0.26
49 H 14.0290 4.4277 7.6424  0.30
50 H 16.1263 6.4445 9.9593  0.57
51 H 14.5320 5.8561 10.4029  0.39
52 H 15.9024 5.0359 11.0810  0.08
53 H 18.2966 1.2065 8.7421  0.31
54 H 18.2229 1.9285 7.1500  0.28
55 H 19.5476 2.3153 8.2081  0.40
56 H 18.0579 4.7795 10.1095  0.11
57 H 18.6200 5.1542 8.5215  0.22
58 H 19.5565 4.0072 9.4187  0.41
59 C 5.5774 4.7381 15.3565  -1.43
60 N 6.5933 4.4374 14.4120  0.39
61 C 6.1738 4.1385 13.0654  -1.02
62 P 8.1143 4.9833 14.6144  -0.09
63 O 9.0537 4.4724 13.6229  -0.95
64 N 8.1434 6.6139 14.5749  0.47
65 C 9.0198 7.2508 13.6224  -0.23
66 C 7.3713 7.4575 15.4438  -0.88
67 N 8.4123 4.7247 16.1764  0.45
68 C 9.5545 5.4071 16.7852  -0.87
69 C 8.2962 3.4033 16.5622  -1.16
70 H 6.0316 5.0533 16.2939  0.51
71 H 5.0362 3.8177 15.5997  0.36
72 H 4.9014 5.5088 14.9903  0.43
73 H 6.2628 3.0683 12.8633  0.29
74 H 6.7005 4.7510 12.3326  0.26
75 H 5.1136 4.3671 12.8950  0.37
76 H 9.3860 8.1849 14.0522  -0.30
77 H 9.9179 6.6656 13.4612  0.14
78 H 8.5013 7.4633 12.6796  0.36
79 H 7.7776 7.3938 16.4561  0.33
80 H 7.3663 8.4998 15.1164  0.45
81 H 6.3189 7.1789 15.3753  0.22
82 H 10.4661 4.8046 16.6383  0.38
83 H 9.6871 6.4103 16.4094  0.08
84 H 9.3930 5.4008 17.8683  0.31
85 H 7.2470 3.1247 16.6572  0.28
86 H 8.6721 3.3210 17.5906  0.46
87 H 8.8635 2.6912 15.9616  0.35
88 C 11.3052 14.7903 11.4849  -1.13
89 N 11.6851 13.3850 11.5273  0.50
90 C 12.4840 12.9568 12.6300  -1.02
91 P 10.7937 12.3216 10.6259  -0.06
92 O 10.2079 13.0305 9.5174  -0.94
93 N 11.8765 11.1942 10.1772  0.57
94 C 11.4111 9.9677 9.4764  -0.96
95 C 13.2218 11.6541 9.6806  -1.06
96 N 9.6971 11.6249 11.6577  0.68
97 C 10.1039 10.7700 12.7814  -0.75
98 C 8.4214 12.2504 11.6932  -1.19
99 H 11.4227 15.1616 10.4624  0.30
100 H 11.9314 15.3634 12.1513  0.48
101 H 10.2274 14.8751 11.6600  0.25
102 H 13.5645 13.1482 12.4465  0.45
103 H 12.5410 11.8618 12.7109  -0.04
104 H 12.1502 13.3591 13.5914  0.59
105 H 10.3116 9.9273 9.4871  0.44
106 H 11.6206 10.0650 8.4079  0.49
107 H 11.8147 9.0955 9.9673  -0.05
108 H 13.8707 11.8603 10.5304  0.06
109 H 13.7055 10.8785 9.0922  0.52
110 H 13.1221 12.5353 9.0229  0.33
111 H 10.0706 11.2688 13.7547  0.05
112 H 9.4548 9.8893 12.8001  0.81
113 H 11.0783 10.3547 12.5159  -0.17
114 H 8.3974 13.3322 11.7965  0.25
115 H 7.9006 11.8660 12.5858  0.41
116 H 7.8183 11.9011 10.8572  0.31
117 C 17.9445 9.6670 19.3420  -1.18
118 N 17.5225 9.2049 18.0567  0.82
119 C 17.1069 7.8522 18.0612  -1.10
120 P 16.9900 10.2819 16.9412  -0.50
121 O 16.5197 9.6376 15.7151  -0.67
122 N 15.9313 11.2895 17.6412  0.62
123 C 16.2727 12.4177 18.5426  -1.09
124 C 14.5856 10.7489 17.7596  -0.78
125 N 18.2627 11.3413 16.7703  0.15
126 C 18.0078 12.3545 15.7172  -1.23
127 C 19.6357 10.8197 16.7666  -0.72
128 H 18.4645 8.8901 19.9131  0.41
129 H 17.0825 10.0289 19.9044  0.30
130 H 18.7234 10.4282 19.2647  0.26
131 H 17.9657 7.2298 18.3008  0.32
132 H 16.6022 7.5056 17.1607  0.30
133 H 16.3209 7.7131 18.8280  0.32
134 H 15.4476 12.5669 19.2177  0.45
135 H 17.2637 12.2794 18.9624  0.40
136 H 16.4427 13.3262 17.9343  0.22
137 H 13.8608 11.5138 18.0086  0.42
138 H 14.2711 10.2561 16.8361  -0.10
139 H 14.5934 9.9414 18.5155  0.21
140 H 17.0142 12.3025 15.2738  0.28
141 H 18.1091 13.3840 16.0839  0.33
142 H 18.7301 12.1721 14.9201  0.52
143 H 19.9657 10.5742 17.7784  0.32
144 H 20.3511 11.5303 16.3674  0.45
145 H 19.7161 9.8852 16.1842  0.06
146 O 19.0835 7.1887 12.1297  -0.58
147 C 19.1049 6.7253 13.2343  0.45
148 C 18.5972 7.3426 14.5335  2.09
149 C 18.4947 6.1892 15.4966  -0.08
150 C 19.4436 5.1378 14.8763  -0.62
151 O 19.5349 5.4944 13.4576  -0.42
152 H 19.2577 8.1436 14.8977  -0.49
153 H 17.6513 7.8877 14.5168  -0.96
154 H 18.8235 6.4184 16.5055  -0.01
155 H 17.4956 5.7611 15.4695  -0.05
156 H 20.4298 5.2679 15.3364  0.30
157 H 19.0555 4.1392 15.0139  0.38
158 O 15.2055 8.7474 10.7755  -0.42
159 C 15.7675 9.5449 11.4718  -0.47
160 C 17.1730 9.4644 12.0432  0.94
161 C 17.3026 10.7821 12.7917  -0.16
162 C 15.8556 11.2695 13.0560  -0.11
163 O 15.0584 10.5410 12.0895  -0.20
164 H 17.0901 8.6301 12.7480  -1.01
165 H 18.0190 9.2723 11.4040  0.86
166 H 17.8320 10.6305 13.7229  -0.24
167 H 17.8275 11.5446 12.2138  0.35
168 H 15.4871 10.8871 14.0071  -0.09
169 H 15.6809 12.3301 12.9501  0.49
170 Cl 11.5345 6.5446 9.0580  -0.14
171 C 10.2300 5.8488 10.0991  -0.15
172 C 9.5239 4.8229 9.3206  -0.49
173 Cl 8.4141 5.5807 8.1217  -0.22
174 H 9.6214 6.6843 10.3795  0.19
175 H 10.7720 5.3111 10.8691  0.11
176 H 8.9217 4.1839 9.9447  0.36
177 H 10.2242 4.2083 8.7647  0.38
178 Cl 12.1839 8.0869 14.9999  0.12
179 C 12.9726 7.4206 13.5501  -0.36
180 C 14.4585 7.2571 13.7682  1.55
181 Cl 14.7425 5.8834 14.8898  -0.30
182 H 12.7529 8.0604 12.6897  -0.17
183 H 12.5244 6.4636 13.2702  0.44
184 H 14.8419 8.1979 14.1723  -0.56
185 H 15.0305 6.9844 12.8904  -0.62